Formula: C36H34BrN2OPtS2Si
Source: OMol25
Level of theory: ωB97M-V with the def2-TZVPD basis set

ORCA input file:
```
! wB97M-V def2-TZVPD RIJCOSX def2/J DEFGRID3
* xyz -1 1
Pt -0.903 0.154 0.010
C 2.288 3.178 -0.997
C 1.665 1.825 -0.779
N 0.415 1.590 -1.006
N -0.202 2.596 -1.756
C -1.401 2.315 -2.133
S -2.323 0.902 -1.846
S -2.208 3.673 -2.987
C -3.112 4.281 -1.510
C -2.179 4.757 -0.433
C -1.602 6.022 -0.505
C -0.681 6.434 0.445
C -0.316 5.578 1.477
C -0.882 4.313 1.556
C -1.813 3.910 0.608
C 2.556 0.739 -0.318
C 3.672 1.044 0.466
C 4.532 0.071 0.940
C 4.294 -1.256 0.614
C 3.238 -1.587 -0.213
C 2.380 -0.601 -0.709
O 1.433 -0.911 -1.605
H 1.564 3.871 -1.404
H 3.160 3.114 -1.651
H 2.626 3.556 -0.029
H -3.740 3.464 -1.155
H -3.751 5.087 -1.872
H -1.864 6.679 -1.327
H -0.241 7.422 0.377
H 0.412 5.893 2.215
H -0.595 3.628 2.345
H -2.229 2.909 0.656
H 3.842 2.074 0.744
H 5.368 0.344 1.570
H 4.941 -2.038 0.993
H 3.058 -2.619 -0.488
C 0.146 1.326 4.616
C -1.135 1.371 4.075
C -1.360 0.969 2.767
C -0.324 0.523 1.921
C 0.949 0.488 2.498
C 1.184 0.877 3.816
H 0.325 1.628 5.641
H -1.968 1.716 4.678
H -2.373 1.010 2.383
H 1.791 0.135 1.922
H 2.191 0.816 4.216
C -0.125 -1.662 -3.805
Si 1.194 -2.217 -2.615
C 2.820 -2.624 -3.467
C 0.622 -3.675 -1.596
C 0.500 -4.941 -2.174
C 0.072 -6.031 -1.429
C -0.235 -5.869 -0.084
C -0.119 -4.620 0.507
C 0.306 -3.532 -0.244
H 0.240 -1.604 -4.832
H -0.482 -0.674 -3.503
H -0.982 -2.337 -3.781
H 3.135 -3.650 -3.266
H 3.607 -1.958 -3.107
H 2.744 -2.498 -4.548
H 0.734 -5.083 -3.225
H -0.029 -7.003 -1.897
H -0.577 -6.715 0.499
H -0.377 -4.483 1.549
H 0.355 -2.552 0.221
Br -4.864 -4.998 1.816
C -3.750 -3.518 1.351
C -3.835 -2.965 0.087
C -3.021 -1.885 -0.230
C -2.097 -1.321 0.672
C -2.050 -1.939 1.933
C -2.859 -3.016 2.278
H -4.528 -3.365 -0.642
H -3.099 -1.481 -1.231
H -1.344 -1.592 2.674
H -2.786 -3.463 3.261
*
```

Summary:
E = -145753.1272 eV
orbital gap = 0.2475 Ha

Results of the Löwdin charge analysis, in e, for atoms 1 through 8: atom 1 (Pt): 0.87, atom 2 (C): -0.02, atom 3 (C): -0.24, atom 4 (N): -0.07, atom 5 (N): -0.07, atom 6 (C): -1.13, atom 7 (S): 0.55, atom 8 (S): 0.82

Formula: C6H10Br2Si
Source: OMol25
Level of theory: ωB97M-V with the def2-TZVPD basis set

ORCA input file:
```
! wB97M-V def2-TZVPD RIJCOSX def2/J DEFGRID3
* xyz 0 1
C -1.551 -2.620 1.783
C -0.313 -2.625 0.986
C 0.818 1.647 -0.478
C -0.167 1.643 -1.607
C -0.828 -1.249 1.598
C -0.644 1.646 -0.129
Si -1.582 0.091 0.375
Br -2.663 -0.781 -1.339
Br 4.563 -0.382 -0.883
H -2.385 -2.956 1.121
H -1.496 -2.858 2.805
H 0.595 -2.808 1.491
H -0.405 -2.962 -0.016
H 1.491 0.815 -0.351
H 1.371 2.632 -0.361
H -0.490 2.472 -2.187
H -0.238 0.714 -2.003
H -0.429 -0.958 2.528
H -1.119 2.606 0.141
*
```

Summary:
E = -154342.8524 eV
orbital gap (spin up / spin down) = 0.3647 / 0.0980 Ha

Results of the natural (NBO) charge analysis, in e, for atoms 1 through 8: atom 1 (C): -0.41, atom 2 (C): -0.41, atom 3 (C): -0.41, atom 4 (C): -0.39, atom 5 (C): -0.66, atom 6 (C): -0.72, atom 7 (Si): 1.11, atom 8 (Br): -0.33

Formula: C29H59BrF3N6O10P3SSi2
Source: OMol25
Level of theory: ωB97M-V with the def2-TZVPD basis set

ORCA input file:
```
! wB97M-V def2-TZVPD RIJCOSX def2/J DEFGRID3
* xyz 0 1
C -1.092 -3.451 -1.482
C -0.845 -2.207 -2.320
O -1.050 -1.015 -1.567
C 0.043 -0.133 -1.482
C 0.982 -0.527 -0.351
O 1.743 0.614 -0.007
C 2.599 0.460 1.118
Si 2.344 1.963 2.241
N 0.709 2.510 2.202
O 3.274 3.263 1.771
Si 4.597 3.427 0.835
P 5.231 5.577 0.692
P 4.981 6.355 2.698
O 4.799 7.808 2.605
O 6.279 5.813 3.462
O 3.873 5.561 3.524
C 5.977 2.291 1.353
Br 7.464 2.693 0.149
C 6.261 2.451 2.861
C 7.723 2.521 3.284
S 4.188 2.938 -1.344
O 4.178 1.517 -1.567
O 5.009 3.830 -2.127
C 2.429 3.516 -1.712
F 1.906 2.754 -2.672
F 2.446 4.791 -2.110
F 1.665 3.426 -0.616
P 2.672 1.272 4.403
O 3.551 2.576 4.876
O 1.142 1.639 4.903
H -1.791 -3.220 -0.679
H -1.515 -4.249 -2.090
H -0.167 -3.815 -1.031
H -1.524 -2.182 -3.181
H 0.179 -2.197 -2.715
H -0.350 0.867 -1.275
H 0.581 -0.089 -2.437
H 1.650 -1.347 -0.651
H 0.384 -0.876 0.502
H 3.619 0.264 0.766
H 2.316 -0.407 1.737
H 0.048 1.800 2.502
H 0.422 2.800 1.272
H 4.024 6.107 0.207
H 7.053 6.335 3.202
H 3.167 6.184 3.753
H 5.759 1.249 1.118
H 5.727 3.314 3.267
H 5.803 1.581 3.337
H 8.295 1.686 2.876
H 7.775 2.465 4.374
H 8.193 3.457 2.979
H 3.949 2.408 5.748
H 0.805 2.468 4.531
C 1.282 0.948 8.683
C 1.713 1.925 9.769
C 2.232 3.251 9.199
C 3.399 3.060 8.344
N 4.314 2.909 7.674
H 2.119 0.673 8.039
H 0.889 0.033 9.124
H 0.505 1.375 8.047
H 2.490 1.478 10.391
H 0.872 2.154 10.426
H 2.516 3.940 9.997
H 1.460 3.739 8.601
C -2.748 -8.588 -2.831
C -4.107 -8.030 -2.428
C -4.062 -6.546 -2.055
C -3.175 -6.290 -0.921
N -2.474 -6.149 -0.027
H -2.031 -8.529 -2.011
H -2.833 -9.635 -3.124
H -2.335 -8.038 -3.679
H -4.492 -8.604 -1.580
H -4.823 -8.148 -3.238
H -5.053 -6.175 -1.791
H -3.719 -5.944 -2.898
C -9.398 -5.758 -1.324
C -9.302 -7.207 -0.866
C -7.898 -7.792 -1.056
C -7.484 -7.787 -2.458
N -7.168 -7.774 -3.556
H -9.189 -5.670 -2.391
H -10.397 -5.362 -1.146
H -8.686 -5.129 -0.787
H -10.020 -7.822 -1.410
H -9.555 -7.283 0.193
H -7.848 -8.821 -0.696
H -7.166 -7.211 -0.488
C 1.880 5.235 -5.302
C 2.480 4.167 -6.205
C 3.245 4.756 -7.395
C 2.386 5.563 -8.260
N 1.698 6.199 -8.917
H 1.150 5.845 -5.837
H 1.371 4.777 -4.456
H 2.655 5.897 -4.911
H 1.695 3.506 -6.579
H 3.174 3.546 -5.636
H 3.685 3.965 -8.004
H 4.061 5.392 -7.043
C -4.721 0.398 -3.171
C -5.892 -0.303 -3.843
C -6.492 -1.421 -2.981
C -5.545 -2.501 -2.703
N -4.806 -3.347 -2.483
H -3.893 -0.282 -2.977
H -4.348 1.208 -3.799
H -5.020 0.829 -2.213
H -5.585 -0.722 -4.803
H -6.688 0.415 -4.051
H -7.355 -1.870 -3.477
H -6.834 -1.020 -2.025
*
```

Summary:
E = -193103.0436 eV
orbital gap = 0.3290 Ha

Results of the Löwdin charge analysis, in e, for atoms 1 through 8: atom 1 (C): -0.08, atom 2 (C): -0.26, atom 3 (O): -0.16, atom 4 (C): -0.20, atom 5 (C): -0.19, atom 6 (O): -0.24, atom 7 (C): -0.26, atom 8 (Si): 0.35

Formula: C52H66F32N3O6PS
Source: OMol25
Level of theory: ωB97M-V with the def2-TZVPD basis set

ORCA input file:
```
! wB97M-V def2-TZVPD RIJCOSX def2/J DEFGRID3
* xyz 0 1
C 11.602 -2.219 1.326
C 10.123 -2.033 1.022
C 9.826 -1.932 -0.477
C 8.336 -2.148 -0.806
C 7.772 -1.210 -1.898
C 6.513 -0.414 -1.489
C 5.281 -0.775 -2.318
C 4.006 -0.104 -1.811
C 2.850 -0.099 -2.827
C 1.608 -0.854 -2.357
C 0.384 -0.630 -3.261
C -0.504 -1.874 -3.472
C -1.962 -1.709 -3.032
C -2.119 -1.071 -1.634
C -3.214 -1.716 -0.833
C -4.483 -1.247 -0.676
C -4.900 0.016 -1.394
C -6.184 -0.094 -2.241
C -6.384 -1.425 -2.950
C -7.773 -1.523 -3.571
O -8.708 -1.969 -2.588
C -9.447 -3.111 -2.969
C -5.442 -1.965 0.140
C -6.835 -1.427 0.326
O -6.792 -0.041 0.632
C -7.994 0.605 0.694
C -8.068 1.679 1.568
C -9.225 2.425 1.644
C -10.326 2.106 0.859
C -10.246 1.030 -0.005
C -9.088 0.278 -0.098
C -5.138 -3.151 0.725
P -6.280 -4.148 1.715
N -6.306 -3.840 3.252
C -3.824 -3.669 0.556
N -3.350 -4.817 1.063
S -1.823 -4.911 0.585
N -1.678 -3.563 -0.267
C -2.870 -2.950 -0.204
H 12.199 -1.404 0.921
H 11.778 -2.221 2.405
H 11.990 -3.161 0.936
H 9.567 -2.884 1.427
H 9.758 -1.141 1.539
H 10.437 -2.689 -0.974
H 10.146 -0.952 -0.831
H 8.219 -3.180 -1.140
H 7.762 -2.037 0.115
H 8.558 -0.511 -2.185
H 7.544 -1.798 -2.789
H 6.300 -0.609 -0.435
H 6.701 0.657 -1.592
H 5.155 -1.862 -2.273
H 5.465 -0.497 -3.358
H 4.253 0.931 -1.552
H 3.688 -0.580 -0.881
H 2.564 0.928 -3.065
H 3.186 -0.554 -3.764
H 1.377 -0.543 -1.333
H 1.830 -1.923 -2.296
H -0.203 0.188 -2.843
H 0.743 -0.288 -4.234
H -0.081 -2.733 -2.949
H -0.505 -2.121 -4.536
H -2.443 -2.689 -3.038
H -2.489 -1.095 -3.768
H -2.251 0.004 -1.728
H -1.188 -1.215 -1.082
H -4.100 0.336 -2.059
H -5.053 0.789 -0.643
H -7.056 0.157 -1.632
H -6.123 0.679 -3.008
H -5.628 -1.556 -3.729
H -6.294 -2.274 -2.269
H -8.108 -0.544 -3.926
H -7.757 -2.228 -4.405
H -10.195 -3.285 -2.197
H -9.946 -2.957 -3.928
H -8.804 -3.996 -3.022
H -7.324 -1.929 1.165
H -7.423 -1.624 -0.575
H -7.219 1.936 2.185
H -9.281 3.266 2.322
H -11.236 2.688 0.923
H -11.088 0.756 -0.628
H -9.058 -0.551 -0.794
H -5.879 -5.439 1.344
H -7.513 -4.012 1.053
H -7.237 -3.559 3.541
C -8.595 3.309 -4.362
C -7.308 3.886 -3.756
C -7.405 5.221 -3.012
F -7.789 6.208 -3.843
F -6.184 5.527 -2.522
F -6.334 3.942 -4.686
F -6.925 2.988 -2.801
O -8.802 3.498 -5.748
C -9.471 4.577 -6.252
C -8.595 5.383 -7.221
F -7.497 5.841 -6.591
F -9.309 6.440 -7.668
F -9.989 5.361 -5.291
F -10.505 4.106 -6.988
H -8.481 2.231 -4.259
H -9.469 3.595 -3.777
H -8.112 5.145 -2.181
H -8.299 4.757 -8.064
C 15.128 2.717 -1.960
C 15.785 1.330 -1.919
C 15.313 0.285 -2.935
F 14.014 -0.017 -2.749
F 16.040 -0.841 -2.761
F 15.729 0.819 -0.673
F 17.100 1.539 -2.229
O 14.108 2.980 -1.017
C 12.788 2.738 -1.275
C 12.191 1.754 -0.264
F 12.842 0.574 -0.310
F 10.893 1.539 -0.577
F 12.574 2.338 -2.542
F 12.120 3.902 -1.104
H 15.927 3.401 -1.680
H 14.822 2.978 -2.973
H 15.461 0.648 -3.955
H 12.257 2.161 0.743
C -9.234 -2.748 6.898
C -9.545 -3.488 5.590
C -11.014 -3.686 5.209
F -11.649 -4.457 6.112
F -11.065 -4.309 4.008
F -8.895 -4.663 5.548
F -9.046 -2.690 4.593
O -8.905 -3.537 8.023
C -9.841 -3.987 8.909
C -9.840 -5.519 9.003
F -10.123 -6.063 7.805
F -10.795 -5.896 9.883
F -11.072 -3.512 8.650
F -9.488 -3.539 10.137
H -8.319 -2.198 6.684
H -10.006 -2.012 7.129
H -11.524 -2.723 5.128
H -8.865 -5.871 9.345
C 9.632 4.276 5.742
C 10.609 5.430 5.474
C 10.504 6.160 4.131
F 10.769 5.325 3.107
F 11.415 7.156 4.112
F 11.878 5.028 5.680
F 10.313 6.384 6.405
O 10.114 2.959 5.550
C 10.006 2.304 4.358
C 11.380 1.887 3.818
F 12.162 2.965 3.617
F 11.200 1.272 2.624
F 9.314 3.001 3.440
F 9.334 1.152 4.581
H 9.439 4.331 6.812
H 8.680 4.438 5.236
H 9.507 6.588 4.002
H 11.873 1.205 4.512
*
```

Summary:
E = -178832.2546 eV
orbital gap = 0.2891 Ha

Results of the Löwdin charge analysis, in e, for atoms 1 through 8: atom 1 (C): -0.12, atom 2 (C): -0.27, atom 3 (C): -0.21, atom 4 (C): -0.20, atom 5 (C): -0.19, atom 6 (C): -0.21, atom 7 (C): -0.23, atom 8 (C): -0.21

Formula: CH6NO2
Source: OMol25
Level of theory: ωB97M-V with the def2-TZVPD basis set

ORCA input file:
```
! wB97M-V def2-TZVPD RIJCOSX def2/J DEFGRID3
* xyz -1 1
N 0.339 -0.383 1.338
C 0.997 0.612 0.330
O 1.141 0.113 -0.924
H -0.007 -1.223 0.857
H -0.546 -0.076 1.996
H 1.913 0.945 0.858
H 0.257 1.577 0.418
H -0.801 -0.018 -1.599
H -1.575 -1.244 -1.547
O -1.716 -0.303 -1.726
*
```

Summary:
E = -6718.8631 eV
orbital gap = 0.2766 Ha

Results of the natural (NBO) charge analysis, in e, for atoms 1 through 8: atom 1 (N): -0.95, atom 2 (C): 0.16, atom 3 (O): -0.94, atom 4 (H): 0.34, atom 5 (H): 0.32, atom 6 (H): 0.08, atom 7 (H): 0.02, atom 8 (H): 0.51